Record 1
18
Properties=species:S:1:pos:R:3 method="wB97M-V/def2-TZVPD" mol_weight_g_mol=99.16 energy_ev=-8335.1886 gap_ev=9.58 charge=+1 de_lowest_kj_mol=186.3 max_force_ha_per_bohr=0.01173
C -0.13 -2.34 -0.13
C -0.82 -2.41 -1.26
C 0.94 -0.93 1.45
N 0.25 -1.07 0.39
H 0.06 -3.18 0.52
H -1.10 -1.53 -1.82
H -1.15 -3.36 -1.64
H 1.15 0.07 1.79
H 1.32 -1.81 1.96
H -0.02 -0.20 -0.12
C -1.22 2.22 -0.38
C 1.03 2.46 0.14
N 0.11 1.65 -0.16
H -1.54 1.98 -1.39
H -1.23 3.30 -0.25
H -1.93 1.78 0.31
H 2.06 2.12 0.21
H 0.85 3.52 0.29



Record 2
16
Properties=species:S:1:pos:R:3 method="wB97M-V/def2-TZVPD" mol_weight_g_mol=86.13 energy_ev=-7387.2691 gap_ev=7.82 de_lowest_kj_mol=723.3 max_force_ha_per_bohr=0.13731
C 1.65 0.72 0.99
C 0.40 -0.11 0.68
C 0.31 -0.52 -0.87
C -1.21 -0.61 -0.50
C -0.93 0.50 0.53
H 1.48 1.86 0.64
H 1.79 0.49 2.13
H 2.61 0.42 0.26
H 0.34 -0.99 1.37
H 0.42 -1.53 -1.30
H 0.48 0.36 -1.55
H -1.31 -1.64 0.21
H -1.28 -0.77 -2.50
H -1.60 0.77 1.33
H -0.85 1.42 -0.24
O -2.29 -0.39 -1.18